[1]
The following is a quantum chemistry calculation of C5H8N2O in the gas phase, from the Open Molecules 2025 dataset.

- energy relative to the best compared isomer or geometry (same formula, charge and spin) (eV) = 4.057
- HOMO-LUMO gap (eV) = 9.3028
- SMILES = C#C[C@@H](O)N/N=C/C
- LUMO (eV) = 0.757
- DFT total energy (eV) = -10338.6694

Atoms and positions in Å:
C: -1.544 -0.497 -0.056
C: 2.154 1.690 -0.078
N: -1.124 0.478 0.924
C: 0.863 0.938 -0.106
O: -2.728 -1.057 0.446
N: 0.040 1.123 0.859
C: -0.459 -1.514 -0.290
C: 0.184 -2.519 -0.436
H: -3.033 -1.736 -0.162
H: -1.426 0.269 1.871
H: -1.708 0.037 -1.018
H: 0.615 0.526 -1.087
H: 3.007 1.016 -0.136
H: 2.209 2.362 -0.928
H: 2.220 2.285 0.832
H: 0.729 -3.401 -0.635

Here are the Mulliken charges for atoms 1 to 8, given in e: number 1, C, carries 0.06; number 2, C, carries -1.00; number 3, N, carries -0.01; number 4, C, carries 0.10; number 5, O, carries -0.51; number 6, N, carries -0.56; number 7, C, carries -0.37; number 8, C, carries -0.19

---

[2]
The following is a quantum chemistry calculation of 11 unconnected molecules or ions with the total composition C48H53Br2F10N2O30, from the Open Molecules 2025 dataset.

- HOMO-LUMO gap (eV) = 7.8539
- charge = +1
- LUMO (eV) = -3.174
- DFT total energy (eV) = -282286.8089

Atoms and positions in Å:
C: 1.366 -0.189 2.353
C: 2.030 -0.321 0.860
C: 1.017 0.479 -0.121
C: 0.864 2.050 -0.085
N: -0.166 2.382 -1.091
C: -0.650 3.754 -1.425
C: -0.748 4.711 -0.121
C: -0.561 1.109 -1.628
C: -1.732 1.075 -2.745
C: -3.051 0.578 -1.932
C: -3.311 1.351 -0.582
C: -4.487 1.004 0.370
C: -5.407 -0.192 -0.093
C: -6.617 -0.626 0.885
C: -5.165 -0.939 -1.446
C: -3.968 -0.576 -2.402
N: 0.118 -0.090 -1.114
C: -0.102 -1.478 -1.534
Br: 0.180 -1.867 -3.482
C: -0.456 -2.561 -0.693
C: -0.664 -2.359 0.877
Br: -0.671 -4.398 -1.446
H: 0.216 -0.213 2.319
H: 1.760 0.725 2.922
H: 1.670 -1.147 2.926
H: 2.134 -1.435 0.608
H: 3.024 0.233 0.918
H: 1.416 2.813 0.557
H: -1.703 3.750 -1.896
H: 0.052 4.202 -2.206
H: -0.756 4.069 0.834
H: -1.736 5.303 -0.189
H: 0.121 5.452 -0.150
H: -1.929 2.112 -3.195
H: -1.480 0.385 -3.621
H: -2.622 2.211 -0.260
H: -4.643 1.587 1.332
H: -7.539 -0.742 0.225
H: -6.824 0.150 1.696
H: -6.284 -1.634 1.345
H: -5.883 -1.792 -1.731
H: -3.777 -1.127 -3.384
H: 0.361 -2.455 1.370
H: -1.277 -3.268 1.243
H: -1.249 -1.426 1.165
C: -4.918 -1.847 5.528
C: -5.545 -1.436 4.235
O: -4.433 -1.081 3.435
C: -3.403 -1.849 3.889
O: -2.379 -2.026 3.290
O: -3.680 -2.399 5.102
F: -6.325 -0.340 4.399
H: -4.729 -1.000 6.193
H: -5.515 -2.587 6.063
H: -6.116 -2.227 3.740
C: 3.905 0.883 -2.494
C: 5.325 0.627 -2.879
O: 6.023 1.691 -2.271
C: 5.296 2.017 -1.170
O: 5.709 2.686 -0.266
O: 4.038 1.485 -1.211
F: 5.487 0.717 -4.221
H: 3.401 1.579 -3.171
H: 3.318 -0.036 -2.436
H: 5.722 -0.325 -2.521
C: 8.818 -0.964 -3.906
C: 8.470 -1.694 -2.648
O: 8.266 -3.020 -3.088
C: 9.068 -3.166 -4.181
O: 9.366 -4.221 -4.659
O: 9.494 -1.961 -4.658
F: 7.305 -1.231 -2.121
H: 7.934 -0.629 -4.458
H: 9.462 -0.105 -3.723
H: 9.254 -1.675 -1.887
C: -3.624 -5.421 0.531
C: -3.391 -6.784 1.099
O: -3.713 -6.623 2.467
C: -4.648 -5.630 2.504
O: -5.349 -5.402 3.446
O: -4.690 -4.934 1.334
F: -2.087 -7.135 1.002
H: -2.757 -4.763 0.643
H: -3.907 -5.450 -0.522
H: -4.019 -7.566 0.662
C: 7.901 0.712 1.284
C: 7.556 -0.021 2.541
O: 7.355 -1.348 2.097
C: 8.156 -1.490 1.003
O: 8.457 -2.545 0.523
O: 8.579 -0.284 0.528
F: 6.395 0.438 3.068
H: 7.017 1.046 0.735
H: 8.546 1.573 1.467
H: 8.341 -0.003 3.302
C: -1.265 5.253 -6.561
C: -0.998 3.881 -6.030
O: -1.319 3.998 -4.658
C: -2.277 4.967 -4.592
O: -2.979 5.151 -3.640
O: -2.342 5.691 -5.742
F: 0.314 3.564 -6.140
H: -0.414 5.928 -6.434
H: -1.552 5.244 -7.614
H: -1.608 3.095 -6.485
C: -8.754 2.177 6.134
C: -8.493 0.806 6.671
O: -8.818 0.927 8.039
C: -9.772 1.900 8.101
O: -10.475 2.091 9.047
O: -9.829 2.623 6.946
F: -7.181 0.482 6.566
H: -7.899 2.849 6.261
H: -9.036 2.165 5.080
H: -9.106 0.021 6.216
C: 10.724 1.533 -7.191
C: 9.825 2.679 -7.532
O: 8.785 2.567 -6.580
C: 9.355 1.989 -5.487
O: 8.860 1.979 -4.396
O: 10.560 1.428 -5.783
F: 9.296 2.531 -8.768
H: 10.412 0.598 -7.664
H: 11.765 1.728 -7.452
H: 10.297 3.662 -7.446
C: -2.547 8.465 2.120
C: -3.173 8.876 0.826
O: -2.061 9.235 0.029
C: -1.029 8.472 0.482
O: -0.003 8.302 -0.117
O: -1.305 7.917 1.697
F: -3.956 9.967 0.989
H: -2.362 9.312 2.787
H: -3.142 7.722 2.654
H: -3.740 8.083 0.328
C: -3.045 -9.524 4.011
C: -3.624 -10.721 3.325
O: -3.173 -11.798 4.119
C: -3.039 -11.289 5.378
O: -2.938 -11.956 6.364
O: -3.043 -9.925 5.373
F: -3.112 -10.862 2.077
H: -2.021 -9.310 3.693
H: -3.651 -8.629 3.866
H: -4.717 -10.729 3.280

Here are the Mulliken charges for atoms 1 to 8, given in e: number 1, C, carries -1.04; number 2, C, carries -0.51; number 3, C, carries 0.06; number 4, C, carries -0.74; number 5, N, carries 0.90; number 6, C, carries -0.09; number 7, C, carries -1.24; number 8, C, carries -0.77

---

Please write out number 1 again, unchanged.
The following is a quantum chemistry calculation of C5H8N2O in the gas phase, from the Open Molecules 2025 dataset.

- energy relative to the best compared isomer or geometry (same formula, charge and spin) (eV) = 4.057
- HOMO-LUMO gap (eV) = 9.3028
- SMILES = C#C[C@@H](O)N/N=C/C
- LUMO (eV) = 0.757
- DFT total energy (eV) = -10338.6694

Atoms and positions in Å:
C: -1.544 -0.497 -0.056
C: 2.154 1.690 -0.078
N: -1.124 0.478 0.924
C: 0.863 0.938 -0.106
O: -2.728 -1.057 0.446
N: 0.040 1.123 0.859
C: -0.459 -1.514 -0.290
C: 0.184 -2.519 -0.436
H: -3.033 -1.736 -0.162
H: -1.426 0.269 1.871
H: -1.708 0.037 -1.018
H: 0.615 0.526 -1.087
H: 3.007 1.016 -0.136
H: 2.209 2.362 -0.928
H: 2.220 2.285 0.832
H: 0.729 -3.401 -0.635

Here are the Mulliken charges for atoms 1 to 8, given in e: number 1, C, carries 0.06; number 2, C, carries -1.00; number 3, N, carries -0.01; number 4, C, carries 0.10; number 5, O, carries -0.51; number 6, N, carries -0.56; number 7, C, carries -0.37; number 8, C, carries -0.19